1.
# C18H42AsHoO9S2Si2

A molecular structure, C18H42AsHoO9S2Si2 (wB97M-V/def2-TZVPD, OMol25).

Last column: Löwdin spin population.
CARTESIAN COORDINATES (ANGSTROEM)
Ho (8.4915, 12.2753, 11.7099)  4.032
C (7.3855, 9.3810, 13.2944)  0.000
C (8.8499, 9.2685, 13.1818)  0.000
O (9.2640, 9.6992, 11.8087)  -0.002
C (10.6685, 9.4804, 11.5775)  0.000
C (11.2942, 10.5636, 10.7749)  0.000
O (10.7182, 11.8218, 11.0974)  -0.004
C (11.7331, 12.9582, 10.9993)  0.000
C (11.0474, 14.1495, 11.6504)  0.000
O (9.7182, 14.1700, 11.1297)  -0.003
C (9.0886, 15.0378, 10.1880)  0.000
C (8.9538, 14.2044, 8.9460)  0.000
O (8.3378, 12.9327, 9.3805)  -0.003
C (7.4042, 12.2259, 8.5207)  0.000
C (6.0901, 11.9511, 9.2833)  0.000
O (6.4335, 11.7174, 10.6756)  -0.003
C (5.2381, 11.6616, 11.4974)  0.000
C (5.6707, 11.2074, 12.8943)  0.000
O (7.0704, 10.8253, 12.9183)  -0.003
H (7.0701, 9.2818, 14.3464)  0.000
H (6.7364, 8.7305, 12.6464)  0.000
H (9.2225, 8.2906, 13.4087)  0.000
H (9.2434, 10.0974, 13.8529)  0.000
H (10.8645, 8.5378, 11.1270)  0.000
H (11.1422, 9.4910, 12.5673)  0.000
H (11.2000, 10.3879, 9.6914)  0.000
H (12.3438, 10.5261, 10.9425)  0.000
H (11.9324, 13.1486, 9.8995)  0.000
H (12.6419, 12.6404, 11.5222)  0.000
H (11.5726, 15.1407, 11.4647)  0.000
H (10.9375, 13.9489, 12.7473)  0.000
H (9.6921, 15.9144, 10.0071)  0.000
H (8.1347, 15.3094, 10.6453)  0.000
H (9.8997, 14.0083, 8.4686)  0.000
H (8.2835, 14.6569, 8.2436)  0.000
H (7.8638, 11.2035, 8.2340)  0.000
H (7.3006, 12.7924, 7.5690)  0.000
H (5.5041, 11.1501, 8.8174)  0.000
H (5.4967, 12.8544, 9.3109)  0.000
H (4.8276, 12.6842, 11.6942)  0.000
H (4.4920, 11.0659, 10.9887)  0.000
H (5.0529, 10.3915, 13.3072)  0.000
H (5.5872, 12.0533, 13.5902)  0.000
C (8.5883, 4.7808, 8.0577)  0.000
Si (9.8857, 5.6573, 6.9642)  0.000
C (10.0302, 4.9009, 5.2794)  0.000
C (11.6001, 5.3967, 7.7640)  0.000
As (9.4013, 7.8876, 7.1302)  0.000
Si (7.7732, 8.0235, 5.5175)  0.000
C (8.4093, 8.5898, 3.8139)  0.000
C (6.7173, 6.4634, 5.5203)  0.000
C (6.6485, 9.5140, 6.0335)  0.000
H (7.9309, 5.4941, 8.5387)  0.000
H (9.0965, 4.2399, 8.8689)  0.000
H (8.0081, 4.1199, 7.4348)  0.000
H (10.9291, 4.2296, 5.3963)  0.000
H (10.2345, 5.7170, 4.5261)  0.000
H (9.1794, 4.2973, 4.9817)  0.000
H (12.1688, 4.6267, 7.2087)  0.000
H (11.5582, 5.1394, 8.8625)  0.000
H (12.2239, 6.2805, 7.5728)  0.000
H (9.1821, 9.3242, 3.9050)  0.000
H (7.5060, 9.0451, 3.3330)  0.000
H (8.7398, 7.7819, 3.1874)  0.000
H (7.2648, 5.5402, 5.4428)  0.000
H (6.1090, 6.5748, 4.6152)  0.000
H (6.0226, 6.4722, 6.4133)  0.000
H (7.2523, 10.4336, 6.1454)  0.000
H (6.0354, 9.2865, 6.9304)  0.000
H (5.9263, 9.6353, 5.2234)  0.000
O (6.1687, 14.1424, 14.4711)  0.000
S (7.4005, 14.3909, 13.7500)  0.000
O (7.2092, 13.8638, 12.3200)  -0.006
O (7.8585, 15.7296, 13.8311)  0.000
S (9.0569, 12.9149, 14.4534)  -0.009

Calculated values
Electronic energy ... -161837.5046 eV
E_LUMO ... -0.31 eV
2S+1 ... 5
Kohn-Sham gap ... 4.46 eV

---

2.
# C5H10NO2

A gas-phase ion, C5H10NO2 (charge -1) (wB97M-V/def2-TZVPD, OMol25).

Last column: Löwdin charge in e.
CARTESIAN COORDINATES (ANGSTROEM)
C (1.8629, -1.5533, 0.8719)  -0.072
C (0.5048, -1.6841, 0.5938)  -0.689
O (-0.0877, -2.5535, -0.0793)  -0.125
N (-0.3067, -0.6960, 1.3226)  -0.038
C (-0.2305, 0.7053, 1.0797)  -0.266
C (-1.0132, 1.2455, -0.1681)  -0.173
C (-0.3405, 1.1767, -1.5331)  -0.247
O (-0.7316, 0.0011, -2.3373)  -0.134
H (2.6013, -2.2042, 0.4239)  -0.010
H (2.2517, -0.6898, 1.3930)  -0.014
H (-1.2398, -1.0191, 1.5517)  0.101
H (0.8070, 0.9792, 0.8249)  0.099
H (-0.6080, 1.1943, 1.9997)  0.100
H (-1.8363, 0.5289, -0.2384)  0.106
H (-1.3736, 2.2537, 0.0089)  0.087
H (-0.6598, 1.9562, -2.2448)  0.100
H (0.7462, 1.1141, -1.6306)  0.107
H (-0.3462, -0.7549, -1.8385)  0.065

Calculated values
Electronic energy ... -10931.7433 eV
E_LUMO ... 3.91 eV
Energy above the lowest of the compared OMol25 structures with the same formula, charge and spin ... 243.3 kJ/mol
Total charge ... -1
Kohn-Sham gap ... 6.17 eV

---

3.
# C2H3NOS3

2 unconnected molecules or ions with the total composition C2H3NOS3 (wB97M-V/def2-TZVPD, OMol25).

Last column: Löwdin charge in e.
CARTESIAN COORDINATES (ANGSTROEM)
N (0.6380, 0.4764, -2.7553)  0.220
C (0.8148, 1.2453, -1.9041)  -0.359
C (0.7013, 2.2873, -0.9950)  -1.131
S (1.9240, 2.8687, 0.0393)  0.647
S (-0.7683, 3.1822, -0.9114)  0.980
O (-1.9361, 2.5190, -1.8741)  -0.405
H (-1.8825, 1.5521, -1.8067)  0.054
S (0.7248, -0.5251, 0.8724)  0.472
H (1.2319, 0.7146, 0.6171)  -0.302
H (1.7867, -1.1261, 0.2473)  -0.175

Calculated values
Electronic energy ... -38163.5624 eV
E_LUMO (spin up / spin down) ... -2.13 / -2.13 eV
Energy above the lowest of the compared OMol25 structures with the same formula, charge and spin ... 177.7 kJ/mol
Kohn-Sham gap (spin up / spin down) ... 7.46 / 7.46 eV

---

4.
# C4H8N2

C4H8N2 in the gas phase (wB97M-V/def2-TZVPD, OMol25).

Last column: Löwdin charge in e.
CARTESIAN COORDINATES (ANGSTROEM)
C (0.9657, 0.7523, 0.9254)  -0.084
C (1.0870, 0.6635, -0.4782)  -0.399
N (-0.6108, 0.5835, -0.9226)  0.095
C (-1.0096, -0.1225, 0.4275)  -0.236
C (-1.2131, -1.4668, 0.3915)  -0.054
N (1.8081, 0.1476, -1.3634)  0.084
H (-0.7706, -0.0206, -1.7255)  0.124
H (-1.0531, 1.4833, -1.0995)  0.129
H (2.5144, -0.4682, -0.9563)  0.067
H (1.7210, 0.2795, 1.5417)  0.053
H (0.6584, 1.7114, 1.3278)  0.048
H (-1.6459, 0.5124, 1.0289)  0.100
H (-0.7190, -2.1236, -0.3128)  0.038
H (-1.7325, -1.9316, 1.2154)  0.034

Calculated values
Electronic energy ... -7252.8537 eV
E_LUMO ... 0.67 eV
Energy above the lowest of the compared OMol25 structures with the same formula, charge and spin ... 484.5 kJ/mol
Kohn-Sham gap ... 7.25 eV

---

5.
# C15H15BIMnN10

A molecular structure, C15H15BIMnN10 (wB97M-V/def2-TZVPD, OMol25).

Last column: Löwdin spin population.
CARTESIAN COORDINATES (ANGSTROEM)
Mn (-0.0114, -0.0840, 1.4693)  3.949
C (-1.6998, -3.1717, -0.6486)  -0.001
C (-1.3599, -2.6519, 0.5751)  0.008
N (-0.7713, -1.4403, 0.3745)  -0.066
N (-0.6718, -1.2239, -0.9575)  0.002
C (-1.2492, -2.2396, -1.5913)  0.009
B (0.0291, 0.0805, -1.5429)  0.003
N (-0.6939, 1.3136, -0.8904)  0.008
C (-1.2520, 2.3702, -1.4775)  -0.022
C (-1.7754, 3.2150, -0.4956)  -0.005
C (-1.4955, 2.5919, 0.6899)  0.011
N (-0.8243, 1.4273, 0.4689)  0.038
N (1.4824, 0.0509, -0.9359)  0.000
C (2.7042, 0.2652, -1.4317)  0.023
C (3.6435, 0.1791, -0.4114)  0.007
C (2.9137, -0.0824, 0.7272)  0.011
N (1.6034, -0.1427, 0.4034)  -0.046
N (-0.0466, 0.0511, -3.0086)  0.000
C (0.7841, -0.3648, -4.0212)  0.000
C (0.0644, -0.3651, -5.1786)  0.000
C (-1.2202, 0.0775, -4.8054)  0.000
N (-1.3024, 0.3192, -3.5139)  -0.002
H (-2.2197, -4.0937, -0.8455)  -0.001
H (-1.5291, -3.0436, 1.5647)  0.001
H (-1.3275, -2.2258, -2.6675)  0.000
H (-1.2677, 2.4474, -2.5518)  0.000
H (-2.2944, 4.1444, -0.6528)  0.000
H (-1.7437, 2.9007, 1.6926)  0.001
H (2.8431, 0.4972, -2.4742)  0.001
H (4.7096, 0.2987, -0.4979)  0.000
H (3.2509, -0.2135, 1.7429)  0.001
H (1.7955, -0.6907, -3.8498)  0.000
H (0.4170, -0.6238, -6.1617)  0.000
H (-2.0865, 0.2295, -5.4306)  0.000
I (-0.5698, 1.6908, 7.4140)  0.655
C (-0.1642, 0.6193, 5.8088)  0.133
C (0.3636, -0.6880, 5.7759)  0.080
N (0.4727, -1.0169, 4.5054)  0.050
N (0.0539, -0.0191, 3.6584)  0.074
C (-0.3310, 0.9715, 4.4393)  0.071
H (0.6528, -1.3636, 6.5693)  0.001
H (0.8318, -1.8905, 4.1379)  0.002
H (-0.7085, 1.8947, 4.0249)  0.002

Calculated values
Electronic energy ... -70768.6527 eV
E_LUMO (spin up / spin down) ... -12.64 / -13.86 eV
2S+1 ... 6
Energy above the lowest of the compared OMol25 structures with the same formula, charge and spin ... 7.8 kJ/mol
Total charge ... +3
Kohn-Sham gap (spin up / spin down) ... 3.84 / 2.61 eV

---

6.
# C40H38CaIN3P2S3

A molecular structure, C40H38CaIN3P2S3 (wB97M-V/def2-TZVPD, OMol25).

Last column: Löwdin charge in e.
CARTESIAN COORDINATES (ANGSTROEM)
Ca (0.7578, 1.1003, -0.6374)  0.939
C (3.4912, 4.1348, 0.0577)  -0.038
C (2.2126, 4.1026, -0.7347)  -0.291
C (2.1985, 3.7292, -2.0780)  -0.055
C (1.0143, 3.6992, -2.8139)  -0.289
C (1.0330, 3.3454, -4.2756)  -0.044
C (-0.1718, 4.0399, -2.1740)  -0.033
C (-0.1943, 4.4221, -0.8346)  -0.288
C (-1.4862, 4.7790, -0.1572)  -0.045
C (1.0068, 4.4523, -0.1327)  -0.084
H (3.7276, 5.1535, 0.3688)  0.087
H (4.3328, 3.7623, -0.5274)  0.073
H (3.4049, 3.5293, 0.9619)  0.085
H (3.1338, 3.4905, -2.5765)  0.112
H (1.4143, 4.1795, -4.8684)  0.087
H (0.0302, 3.1164, -4.6355)  0.068
H (1.6722, 2.4823, -4.4659)  0.063
H (-1.1035, 3.9947, -2.7280)  0.120
H (-1.5978, 5.8635, -0.0894)  0.087
H (-1.5138, 4.3652, 0.8510)  0.046
H (-2.3409, 4.3899, -0.7119)  0.076
H (0.9988, 4.7219, 0.9171)  0.109
S (0.0682, 2.1234, 1.8985)  0.240
P (-0.8072, 0.2792, 1.9832)  0.374
C (-0.5200, -0.6808, 0.6487)  -0.672
P (0.7698, -1.7220, 0.4720)  0.366
S (2.6196, -0.8644, 0.2484)  0.174
C (0.9347, -3.0541, 1.7110)  -0.334
C (-0.2228, -3.5648, 2.2938)  -0.087
C (-0.1421, -4.5658, 3.2471)  -0.084
C (1.0970, -5.0724, 3.6193)  -0.092
C (2.2523, -4.5712, 3.0392)  -0.086
C (2.1719, -3.5599, 2.0907)  -0.113
C (0.4740, -2.6435, -1.0869)  -0.333
C (1.4743, -3.4390, -1.6437)  -0.101
C (1.2667, -4.0851, -2.8508)  -0.138
C (0.0565, -3.9352, -3.5223)  -0.114
C (-0.9437, -3.1483, -2.9726)  -0.095
C (-0.7359, -2.5083, -1.7545)  -0.103
C (-0.4126, -0.4747, 3.5933)  -0.330
C (-1.3872, -1.0136, 4.4260)  -0.082
C (-1.0240, -1.7014, 5.5772)  -0.089
C (0.3153, -1.8593, 5.8967)  -0.091
C (1.2932, -1.3181, 5.0706)  -0.077
C (0.9325, -0.6249, 3.9283)  -0.104
C (-2.6136, 0.5835, 2.0919)  -0.375
C (-3.1292, 1.7049, 2.7363)  -0.104
C (-4.4994, 1.9110, 2.7981)  -0.082
C (-5.3686, 0.9979, 2.2121)  -0.091
C (-4.8617, -0.1228, 1.5696)  -0.088
C (-3.4890, -0.3291, 1.5116)  -0.118
H (-1.1838, -3.1502, 2.0110)  0.102
H (-1.0450, -4.9450, 3.7092)  0.103
H (1.1605, -5.8526, 4.3677)  0.099
H (3.2194, -4.9594, 3.3338)  0.100
H (3.0706, -3.1391, 1.6570)  0.059
H (2.4297, -3.5272, -1.1392)  0.095
H (2.0510, -4.6975, -3.2775)  0.079
H (-0.1013, -4.4328, -4.4713)  0.099
H (-1.8900, -3.0320, -3.4880)  0.100
H (-1.5013, -1.8865, -1.3032)  0.076
H (-2.4350, -0.9064, 4.1746)  0.100
H (-1.7898, -2.1183, 6.2195)  0.100
H (0.5997, -2.4044, 6.7881)  0.100
H (2.3404, -1.4460, 5.3146)  0.105
H (1.6955, -0.2110, 3.2770)  0.087
H (-2.4479, 2.4230, 3.1765)  0.079
H (-4.8904, 2.7874, 3.2996)  0.101
H (-6.4381, 1.1616, 2.2560)  0.099
H (-5.5353, -0.8377, 1.1127)  0.101
H (-3.0693, -1.1875, 0.9977)  0.092
I (3.1484, -2.6281, -5.5546)  0.925
C (2.9104, -1.1022, -4.2052)  -0.750
C (3.8999, -0.2980, -3.6918)  -0.136
N (3.2910, 0.5783, -2.8765)  -0.018
N (1.9636, 0.3917, -2.8175)  -0.053
C (1.7212, -0.6279, -3.6281)  -0.203
H (4.9663, -0.3005, -3.8380)  0.122
H (3.7253, 1.2455, -2.2628)  0.137
H (0.7220, -1.0212, -3.7369)  0.095
S (-3.7839, 0.6902, -2.4333)  1.041
C (-2.8210, 0.6212, -3.8447)  -0.387
C (-1.5198, 0.8221, -3.5209)  -0.258
N (-1.2789, 1.0330, -2.1858)  -0.087
C (-2.3900, 0.9948, -1.5045)  -0.483
H (-3.2453, 0.4316, -4.8161)  0.069
H (-0.6942, 0.8267, -4.2163)  0.095
H (-2.4438, 1.1088, -0.4308)  0.054

Calculated values
Electronic energy ... -124194.1884 eV
E_LUMO ... 0.29 eV
Energy above the lowest of the compared OMol25 structures with the same formula, charge and spin ... 0.0 kJ/mol
Kohn-Sham gap ... 6.99 eV

---

7.
# C2H4N2OS

2 unconnected molecules or ions with the total composition C2H4N2OS (wB97M-V/def2-TZVPD, OMol25).

Last column: Löwdin spin population.
CARTESIAN COORDINATES (ANGSTROEM)
C (-0.7944, -1.2848, -0.3569)  0.015
C (-1.7030, -0.6698, 0.4018)  0.059
N (-0.3196, 0.8496, -0.9444)  0.598
N (1.4110, 1.2095, 0.0938)  0.835
O (-0.1085, -0.4692, -1.1884)  0.152
S (-1.6166, 1.0515, 0.0663)  0.289
H (-0.5233, -2.3225, -0.3998)  0.000
H (-2.3984, -1.0703, 1.1038)  0.000
H (1.2085, 2.1793, 0.3303)  0.026
H (2.0297, 1.2272, -0.7122)  0.026

Calculated values
Electronic energy ... -17995.4818 eV
E_LUMO (spin up / spin down) ... 0.81 / -0.77 eV
2S+1 ... 3
Energy above the lowest of the compared OMol25 structures with the same formula, charge and spin ... 289.7 kJ/mol
Kohn-Sham gap (spin up / spin down) ... 7.42 / 8.75 eV

---

8.
# C7H18B3O6PYb

A molecular structure, C7H18B3O6PYb (wB97M-V/def2-TZVPD, OMol25).

Last column: Löwdin charge in e.
CARTESIAN COORDINATES (ANGSTROEM)
C (-1.7308, -2.3214, -2.4345)  -0.105
O (-0.9015, -1.4416, -1.8050)  -0.131
C (0.2830, -1.2749, -2.5564)  -0.241
C (1.0459, -0.0155, -2.2186)  -0.132
C (0.9619, 0.3914, -0.7508)  -0.185
C (2.0573, -0.2239, 0.1134)  -0.200
C (2.1130, 0.4048, 1.5137)  -0.174
C (1.2391, -0.3620, 2.5261)  -0.039
B (-0.1489, 0.2988, 2.8192)  -0.542
O (-1.2511, -0.5360, 3.0117)  0.260
B (-2.4461, -0.0017, 2.5988)  -0.343
O (-2.6844, 1.3540, 2.6954)  0.249
B (-1.5396, 2.0202, 2.3331)  -0.618
P (-1.6313, 3.4475, 1.0057)  0.920
O (-2.3081, 2.6542, -0.2881)  -0.307
O (-0.0276, 3.4935, 0.6106)  -0.311
O (-0.3352, 1.6620, 2.9010)  0.283
H (-2.0551, -1.9626, -3.4105)  0.128
H (-2.5939, -2.5861, -1.8357)  0.129
H (-1.1186, -3.2721, -2.6432)  -0.046
H (0.9237, -2.1984, -2.3892)  0.075
H (0.0319, -1.2626, -3.6185)  0.130
H (0.6101, 0.7753, -2.8219)  0.133
H (2.0828, -0.1346, -2.5187)  0.130
H (-0.0020, 0.1389, -0.3151)  0.111
H (1.0973, 1.4618, -0.7060)  0.113
H (1.9271, -1.3026, 0.2275)  0.101
H (3.0127, -0.0453, -0.3779)  0.116
H (3.1454, 0.3344, 1.8355)  0.114
H (1.8554, 1.4569, 1.4446)  0.111
H (1.7735, -0.4073, 3.4727)  0.127
H (1.0830, -1.3777, 2.1757)  0.101
H (-3.2490, -0.7128, 2.0852)  0.119
H (-1.8729, 1.8019, -0.4526)  0.030
H (0.1312, 4.2800, 0.0619)  0.062
Yb (0.3258, -4.7236, -2.8092)  1.832

Calculated values
Electronic energy ... -62671.0607 eV
E_LUMO ... -10.74 eV
Total charge ... +2
Kohn-Sham gap ... 1.70 eV

---

Looking at M for the records above, in order, we have 762.68 116.14 153.25 84.12 528.01 885.90 104.13 434.66 Da.